Record 1
The following is a quantum chemistry calculation of a molecular structure, C8H10AlFN, from the OMol25 dataset.

Structure (XYZ):
```
21
Properties=species:S:1:pos:R:3:forces:R:3
C -0.056201 -1.392573 -0.993614 0.070 -0.177 0.340
C -1.371888 -1.585316 -0.514836 0.626 -0.865 0.242
C -1.301463 -2.107965 0.808874 0.728 0.424 -0.409
C 0.074793 -2.157725 1.200273 -0.321 -0.330 -1.060
C 0.869744 -1.666577 0.075024 -1.265 -1.324 -0.331
Al 0.292187 0.089778 1.219842 -0.591 1.621 -1.142
C -0.769382 1.552946 0.231278 -0.057 -1.562 0.595
C 0.543411 1.852776 -0.427788 0.419 1.463 -1.665
C 0.687078 2.651366 -1.551622 0.024 -1.037 1.342
N 1.547018 1.208643 0.253118 -0.218 -0.160 0.955
H -2.147741 -2.409274 1.421555 0.227 0.245 -0.047
H -2.292149 -1.394078 -1.070682 0.372 -0.027 0.202
H 0.476835 -2.707605 2.052088 -0.128 0.554 -0.088
H 1.942749 -1.803935 -0.031980 -0.239 0.262 0.100
H 0.222777 -1.126479 -2.024524 -0.161 0.258 0.798
H -1.582716 1.201904 -0.418839 0.319 0.497 -0.003
H 2.503630 1.335767 -0.060450 -0.321 0.005 -0.038
H -1.097069 2.346882 0.906166 0.020 0.014 -0.103
H -0.205235 3.057920 -2.004735 0.147 0.181 -0.103
H 1.682940 2.855400 -1.936582 -0.164 0.043 -0.240
F -0.019320 0.198150 2.867440 0.515 -0.088 0.657
```
Forces are in eV/Å.

Summary:
- highest occupied orbital energy (eV) = -3.10
- 2S+1 = 1
- largest force on an atom (hartree/bohr) = 0.044
- total charge = -1
- Kohn-Sham gap (eV) = 6.7

natural (NBO) population analysis, charges in e, atoms 1 to 4: C -0.28; C -0.30; C -0.31; C -0.43

---

Record 2
The following is a quantum chemistry calculation of 2 unconnected molecules or ions with the total composition C16H32BrCl2IN3O3, from the OMol25 dataset.

Structure (XYZ):
```
58
Properties=species:S:1:pos:R:3:forces:R:3
C 4.126259 1.739731 2.984619 -0.170 0.269 -0.370
C 4.645585 0.887254 1.823965 -0.087 -0.343 0.517
Br 5.597549 1.949358 0.487127 0.018 0.024 -0.044
C 3.650373 -0.063207 1.158067 0.330 0.069 -0.587
C 2.330453 0.520744 0.602711 -0.274 0.001 -0.004
N 2.309402 1.967914 0.589960 0.444 -0.200 0.266
C 1.012876 -0.140994 1.148356 -0.422 0.762 -0.317
C 0.741381 -1.506169 0.475107 0.541 -0.677 0.156
C 1.880336 -2.496264 0.297512 0.756 -1.855 1.105
O 2.218438 -3.376055 1.050053 -0.741 1.774 -1.747
I 2.845322 -2.417387 -1.680327 -0.150 0.017 0.235
O 0.000856 0.722474 0.584989 0.278 -0.350 -0.012
C -1.344146 0.309567 0.623184 -0.535 0.402 -0.222
C -2.249320 1.547594 0.699263 -0.140 -0.127 -0.127
C -3.179684 1.704646 -0.502590 -0.444 -0.061 0.348
N -4.476084 1.009068 -0.389691 0.270 -0.255 -0.422
C 0.759887 -0.148882 2.694979 0.285 -0.134 0.307
Cl 0.231687 1.499638 3.190583 0.274 -0.027 0.160
C 1.837655 -0.741034 3.647228 -0.687 -0.214 0.835
C 1.836495 -2.273954 3.639193 0.725 0.435 -0.208
Cl 1.497558 -0.271295 5.381805 -0.091 0.164 -0.396
H 3.043546 1.696830 3.052439 -0.069 -0.009 0.126
H 4.541204 1.422892 3.936435 0.072 -0.094 0.099
H 4.375394 2.784631 2.835167 0.087 0.097 0.071
H 5.429921 0.242850 2.207999 0.178 0.019 -0.067
H 3.496274 -0.933085 1.793462 -0.074 0.039 0.172
H 4.203381 -0.467038 0.310817 -0.047 -0.118 -0.092
H 2.301173 0.242881 -0.449594 0.030 -0.052 -0.104
H 1.903945 2.366518 1.420726 -0.129 0.152 -0.047
H 1.850055 2.312952 -0.231925 -0.258 0.148 -0.001
H -0.030985 -2.053767 1.013768 -0.047 -0.067 0.121
H 0.381262 -1.315058 -0.529770 -0.024 0.235 -0.053
H -1.597842 -0.366935 1.438060 0.310 -0.089 0.175
H -1.587176 -0.207419 -0.314187 0.038 -0.277 -0.027
H -1.650980 2.445234 0.822476 0.283 -0.026 -0.032
H -2.873821 1.481183 1.589260 -0.025 0.098 0.143
H -2.693162 1.308129 -1.396490 0.178 0.195 -0.176
H -3.396707 2.758412 -0.658672 0.072 0.127 -0.097
H -4.376843 0.042357 -0.670410 0.019 -0.142 0.127
H -4.785122 0.975519 0.572295 -0.138 0.188 0.084
H -0.119427 -0.763690 2.874594 -0.134 0.017 0.017
H 2.831911 -0.363116 3.494162 -0.006 0.238 -0.116
H 2.683141 -2.619547 3.052980 -0.161 -0.159 -0.094
H 2.005178 -2.638574 4.643337 -0.178 -0.090 0.135
H 0.919511 -2.680756 3.230572 -0.113 -0.168 0.039
C -2.546910 -1.874742 -4.360156 -0.274 0.059 -0.340
C -2.322708 -0.405447 -4.321659 0.984 -0.113 0.493
O -1.344203 0.160488 -3.968423 -0.245 -0.024 -0.188
N -3.472836 0.535612 -4.687120 -0.325 0.188 0.268
C -4.505043 0.080742 -5.669242 0.042 0.107 -0.025
H -1.575901 -2.359738 -4.333271 0.036 0.032 0.105
H -3.130021 -2.174585 -3.486006 -0.039 -0.012 -0.016
H -3.076890 -2.186444 -5.259953 -0.053 -0.020 0.065
H -3.915625 0.787103 -3.792303 -0.098 -0.060 -0.056
H -2.996121 1.397273 -4.973075 -0.063 -0.049 -0.176
H -5.166766 0.915752 -5.880040 -0.017 -0.001 0.010
H -5.069136 -0.736611 -5.232220 0.008 -0.025 -0.010
H -4.004550 -0.233556 -6.580124 -0.002 -0.016 -0.009
```
Forces are in eV/Å.

Summary:
- highest occupied orbital energy (eV) = -10.64
- 2S+1 = 1
- largest force on an atom (hartree/bohr) = 0.051
- energy relative to the best compared isomer or geometry (same formula, charge and spin) (eV) = 0.000
- total charge = +1
- Kohn-Sham gap (eV) = 6.7

natural (NBO) population analysis, charges in e, atoms 1 to 4: C -0.65; C -0.20; Br -0.01; C -0.46

---

Record 3
The following is a quantum chemistry calculation of a molecular structure, C25H25N5O2PSSr, from the OMol25 dataset.

Structure (XYZ):
```
60
Properties=species:S:1:pos:R:3:forces:R:3
Sr -0.810800 0.499804 0.529335 1.472 1.637 0.581
C 0.263215 2.197075 5.843737 -0.007 0.019 -0.013
C 0.160729 3.587018 5.225037 0.006 -0.005 0.015
N -0.733905 3.642320 4.083530 0.031 -0.039 0.013
C -0.417074 3.094550 2.873187 -0.022 0.041 -0.099
S -1.733884 2.950968 1.755524 -0.271 0.033 0.034
N 0.854796 2.814763 2.708351 0.065 -0.033 -0.019
N 1.182709 2.247392 1.514557 -0.126 -0.069 0.332
C 2.440561 2.055378 1.333859 -0.039 -0.036 -0.038
C 3.509544 2.420812 2.323537 -0.026 -0.029 0.006
C 2.847679 1.488625 0.031270 -0.052 -0.030 0.026
C 4.181255 1.562356 -0.381323 0.018 0.012 -0.019
C 4.526785 1.149585 -1.654535 -0.004 0.012 0.015
C 3.530412 0.687200 -2.494882 -0.012 0.005 -0.001
C 2.241175 0.608031 -1.988255 0.009 0.009 -0.018
N 1.899706 0.955881 -0.754805 0.040 -0.006 0.052
H 0.959598 2.200597 6.686370 0.002 -0.001 -0.005
H 0.605967 1.473335 5.104941 0.000 -0.013 -0.005
H -0.711119 1.864475 6.207728 0.000 -0.006 0.008
H 1.143128 3.923381 4.895005 -0.007 0.002 0.006
H -0.205470 4.310259 5.958609 -0.006 -0.001 -0.002
H -1.723163 3.695035 4.253306 -0.011 0.000 0.007
H 3.042742 2.767823 3.238436 0.002 -0.011 0.012
H 4.157366 3.210666 1.934260 -0.006 0.021 0.018
H 4.133421 1.550755 2.543098 0.017 0.014 -0.015
H 4.933104 1.958613 0.284404 -0.008 0.006 0.007
H 5.555544 1.208368 -1.988784 0.000 0.002 0.001
H 3.735311 0.385031 -3.513073 -0.005 -0.004 0.003
H 1.436611 0.239958 -2.607566 -0.033 -0.027 -0.005
O -2.450344 2.097655 -3.311097 -0.040 0.056 0.057
C -1.670837 1.326221 -2.762712 0.129 -0.075 -0.266
O -0.967776 1.506084 -1.719909 -0.278 -0.405 -0.089
C -1.516183 -0.077753 -3.440551 -0.080 0.024 0.149
P -0.695865 -1.246883 -2.298627 -0.082 -0.281 -0.267
C -0.850476 -2.860639 -3.167699 -0.070 0.052 -0.030
C 0.296502 -3.396021 -3.748903 0.006 -0.009 0.005
C 0.247669 -4.596451 -4.445202 -0.004 -0.011 -0.004
C -0.951351 -5.284250 -4.555402 0.005 0.004 0.000
C -2.100352 -4.765690 -3.971425 -0.006 -0.001 -0.003
C -2.049848 -3.561622 -3.286468 0.004 -0.008 -0.020
C -1.958840 -1.445184 -0.989657 -0.197 -0.370 0.007
C -3.086969 -0.632478 -0.866754 -0.108 -0.111 -0.035
C -3.781469 -0.574828 0.340166 -0.096 -0.049 -0.108
C -3.374140 -1.335873 1.426097 -0.102 -0.037 0.029
C -2.285338 -2.192091 1.301640 -0.014 -0.179 -0.074
C -1.592964 -2.249580 0.102176 -0.098 -0.021 -0.109
H -0.897110 0.029106 -4.334109 0.027 0.015 0.018
H -2.496172 -0.430730 -3.767770 0.012 0.003 -0.053
H 1.238797 -2.869576 -3.643313 -0.004 -0.001 -0.003
H 1.148423 -4.999209 -4.891233 0.001 0.000 0.000
H -0.991290 -6.225319 -5.089447 0.000 0.000 0.000
H -3.038143 -5.301504 -4.051350 0.000 0.000 0.000
H -2.949815 -3.162774 -2.833101 -0.006 0.002 0.006
H -3.396381 0.012152 -1.678791 -0.002 0.002 -0.003
H -4.631641 0.089167 0.427154 0.024 0.026 0.039
H -3.897383 -1.259482 2.369579 0.048 0.042 0.019
H -1.942231 -2.775412 2.144479 0.008 0.069 0.041
H -0.699313 -2.861397 0.033713 0.001 0.001 0.003
N 0.300773 -1.205371 3.825009 -0.006 0.037 0.031
C 0.034124 -0.500324 2.938646 -0.094 -0.278 -0.237
```
Forces are in eV/Å.

Summary:
- highest occupied orbital energy (eV) = -4.61
- 2S+1 = 1
- largest force on an atom (hartree/bohr) = 0.044
- energy relative to the best compared isomer or geometry (same formula, charge and spin) (eV) = 1.036
- total charge = -1
- Kohn-Sham gap (eV) = 7.0

natural (NBO) population analysis, charges in e, atoms 1 to 4: Sr 1.73; C -0.63; C -0.21; N -0.61